Here is a structure of composition C44H56BN9O4S4Tc from the Open Molecules 2025 dataset. Energies are from wB97M-V/def2-TZVPD.

Last column: Löwdin charge in e.
Atoms and positions in Å:
1 Tc -1.0439 -1.1088 0.6903  1.4451
2 C 4.5184 -3.3349 4.3626  -0.0350
3 C 4.7862 -3.2680 2.8614  -0.5443
4 C 4.1619 -4.4453 2.1153  -0.0480
5 C 6.2940 -3.2794 2.6248  -0.0469
6 N 4.2152 -1.9913 2.3177  0.0201
7 C 4.9615 -0.9857 1.7200  -0.0155
8 C 4.1134 -0.0137 1.3444  -0.0311
9 N 2.8388 -0.4070 1.7184  0.0442
10 B 1.5595 0.3420 1.4049  -0.7236
11 N 1.0761 1.1661 2.6070  0.0760
12 C 1.8670 2.0139 3.3546  -0.0102
13 C 1.1021 2.5288 4.3369  0.0004
14 N -0.1673 1.9936 4.2017  0.0248
15 C -0.1489 1.1572 3.1434  -0.5788
16 S -1.5173 0.2360 2.6001  0.8052
17 C -1.3340 2.3224 5.1007  -0.5355
18 C -0.8438 3.2404 6.2173  -0.0424
19 C -1.8785 1.0346 5.7220  -0.0387
20 C -2.3875 3.0562 4.2747  -0.0284
21 N 1.7480 1.1571 0.1296  0.0407
22 C 2.0325 2.4983 -0.0288  -0.0410
23 C 2.2388 2.7118 -1.3392  -0.0255
24 N 2.0666 1.5036 -2.0032  0.0273
25 C 1.7557 0.5515 -1.0851  -0.6389
26 S 1.4495 -1.1231 -1.2608  0.7778
27 C 2.4181 1.3798 -3.4590  -0.5365
28 C 1.8700 2.6049 -4.1952  -0.0263
29 C 1.8229 0.1313 -4.0980  -0.0751
30 C 3.9416 1.3260 -3.5493  -0.0126
31 C 2.9105 -1.6226 2.3108  -0.6606
32 S 1.5557 -2.4504 2.9194  0.6960
33 H 4.9456 -4.2562 4.7580  0.0971
34 H 3.4534 -3.3274 4.5807  0.0366
35 H 4.9913 -2.4941 4.8720  0.0952
36 H 4.6529 -5.3645 2.4336  0.0958
37 H 4.3096 -4.3317 1.0394  0.0918
38 H 3.0976 -4.5302 2.3241  0.0332
39 H 6.6858 -4.2129 3.0245  0.0982
40 H 6.7982 -2.4651 3.1459  0.0920
41 H 6.5439 -3.2435 1.5637  0.0928
42 H 6.0259 -1.0407 1.6088  0.1195
43 H 4.3103 0.9084 0.8272  0.1266
44 H 0.7007 -0.4896 1.1613  -0.0194
45 H 2.9141 2.1518 3.1503  0.1369
46 H 1.3634 3.2145 5.1180  0.1251
47 H -0.0728 2.7684 6.8270  0.0992
48 H -1.6906 3.4531 6.8666  0.1008
49 H -0.4769 4.1938 5.8366  0.0925
50 H -1.0661 0.4002 6.0780  0.1014
51 H -2.4905 0.4657 5.0263  0.0392
52 H -2.5013 1.2959 6.5759  0.0976
53 H -1.9831 3.9883 3.8769  0.0942
54 H -3.2311 3.3016 4.9195  0.1022
55 H -2.7611 2.4489 3.4518  0.0481
56 H 2.0705 3.1892 0.7943  0.1273
57 H 2.5155 3.6156 -1.8451  0.1258
58 H 0.7942 2.7029 -4.0403  0.0842
59 H 2.0571 2.4785 -5.2605  0.0968
60 H 2.3509 3.5350 -3.8997  0.0793
61 H 0.7500 0.0714 -3.9309  0.0607
62 H 2.2765 -0.7837 -3.7295  0.0434
63 H 2.0055 0.1991 -5.1705  0.0963
64 H 4.3951 2.2255 -3.1316  0.0896
65 H 4.2468 1.2437 -4.5922  0.0994
66 H 4.3244 0.4586 -3.0099  0.0942
67 N -1.4249 -2.8020 1.9874  -0.0998
68 C -2.8594 -2.8502 2.3583  -0.1105
69 C -3.6842 -2.1651 1.2859  -0.5832
70 O -4.8418 -2.3783 1.0880  0.1441
71 O -2.9882 -1.2561 0.5872  -0.2719
72 H -1.1633 -3.6470 1.4818  0.0929
73 H -0.8345 -2.7771 2.8168  0.0063
74 H -2.9968 -2.2858 3.2813  0.1239
75 H -3.2098 -3.8671 2.5189  0.1425
76 S -2.1847 -3.7620 -2.9283  1.1454
77 C -2.1450 -2.5547 -1.7350  -0.4609
78 N -1.1849 -2.6444 -0.8583  -0.1324
79 C -0.3843 -3.7676 -1.0975  -0.3486
80 C 0.7097 -4.1843 -0.3370  -0.0684
81 C 1.3571 -5.3399 -0.7191  -0.0408
82 C 0.9457 -6.0734 -1.8405  -0.0460
83 C -0.1299 -5.6658 -2.6005  -0.0590
84 C -0.7911 -4.5036 -2.2106  -0.4429
85 H -2.8924 -1.7763 -1.6841  0.0755
86 H 1.0530 -3.6043 0.5145  0.0408
87 H 2.2063 -5.6829 -0.1441  0.1082
88 H 1.4781 -6.9734 -2.1146  0.1191
89 H -0.4520 -6.2297 -3.4648  0.1208
90 C -5.4986 0.5624 -2.2783  -0.0275
91 O -4.8926 1.8295 -2.5465  -0.0976
92 C -4.8312 2.1767 -3.8676  -0.2636
93 C -5.7429 3.0870 -4.3809  0.0272
94 C -5.6890 3.4619 -5.7142  -0.0390
95 C -4.7191 2.9292 -6.5558  -0.0541
96 C -3.7872 2.0424 -6.0479  -0.0076
97 C -3.8321 1.6855 -4.7064  -0.1779
98 N -2.8500 0.7659 -4.2112  0.1594
99 C -2.1260 0.8271 -3.1233  0.0233
100 C -1.9469 1.9042 -2.2264  -0.1168
101 C -2.1797 3.2586 -2.5643  -0.0026
102 C -1.9102 4.2547 -1.6701  -0.0426
103 C -1.4324 3.9117 -0.3919  -0.0214
104 C -1.1997 2.6076 -0.0300  -0.0081
105 C -1.4419 1.5673 -0.9404  -0.2905
106 O -1.2311 0.3044 -0.6736  -0.2922
107 H -6.4681 0.4870 -2.7724  0.1049
108 H -5.6294 0.4995 -1.2019  0.1013
109 H -4.8624 -0.2638 -2.6111  0.0766
110 H -6.5013 3.4770 -3.7155  0.1349
111 H -6.4132 4.1657 -6.1003  0.1191
112 H -4.6832 3.2095 -7.5988  0.1166
113 H -3.0093 1.6372 -6.6841  0.1236
114 H -2.7243 -0.0613 -4.7818  0.1737
115 H -1.5811 -0.0850 -2.8975  0.1278
116 H -2.5365 3.5037 -3.5548  0.1245
117 H -2.0616 5.2901 -1.9373  0.1168
118 H -1.2476 4.6974 0.3302  0.1201
119 H -0.8428 2.3620 0.9584  0.0796

Atoms 1-6, force components in eV/Å:
0.07 0.62 -0.01
0.00 -0.01 0.01
0.00 0.01 0.01
-0.01 -0.03 -0.01
-0.03 0.01 -0.01
0.05 -0.01 0.00

As for the spin multiplicity: 4. The energy above the lowest of the compared OMol25 structures with the same formula, charge and spin is 0.0 kcal per mole. Its total charge is +2. The largest force on an atom comes out at 0.0122 hartree/bohr. The value obtained for the total energy is -4202.1828 Eh.

Here is a structure of composition C29H24MnN9OS from the Open Molecules 2025 dataset. Energies are from wB97M-V/def2-TZVPD.

Last column: Löwdin charge in e.
Atoms and positions in Å:
1 Mn 0.3918 0.0391 -0.1669  0.5889
2 N -3.2421 2.1936 -0.3636  0.1439
3 C -2.0196 1.7253 -0.6210  -0.0846
4 N -1.2737 1.1048 0.2396  0.0606
5 C -1.7557 0.8884 1.5376  -0.2540
6 N -1.0256 0.2942 2.4167  0.1159
7 N 0.2002 -0.0542 1.8557  -0.0717
8 C 1.1437 -0.3763 2.6554  -0.0434
9 C 2.4453 -0.6205 2.0329  -0.2617
10 C 3.5537 -1.0534 2.7526  -0.0065
11 C 4.7516 -1.2256 2.0845  -0.0407
12 C 4.8099 -0.9478 0.7255  -0.0288
13 C 3.6562 -0.5242 0.0878  -0.1126
14 N 2.4973 -0.3709 0.7183  0.0516
15 C -3.0981 1.3591 1.8670  -0.0802
16 C -3.6711 1.1640 3.1283  -0.0022
17 C -4.9429 1.6209 3.3882  -0.0525
18 C -5.6675 2.2819 2.3908  -0.0493
19 C -5.1216 2.4847 1.1425  -0.0039
20 C -3.8340 2.0179 0.8874  -0.1678
21 H -3.7608 2.6492 -1.0973  0.1670
22 H -1.6370 1.8673 -1.6254  0.1516
23 H 0.9889 -0.4161 3.7295  0.1349
24 H 3.4691 -1.2464 3.8142  0.1198
25 H 5.6306 -1.5655 2.6156  0.1166
26 H 5.7291 -1.0593 0.1685  0.1136
27 H 3.6517 -0.3091 -0.9748  0.1209
28 H -3.0920 0.6533 3.8848  0.1170
29 H -5.3823 1.4697 4.3642  0.1132
30 H -6.6671 2.6400 2.5969  0.1159
31 H -5.6809 2.9964 0.3692  0.1208
32 O -0.9112 -0.6168 -3.9520  0.0320
33 C -0.5938 -0.6493 -2.7635  -0.5285
34 N 0.3242 0.0789 -2.1387  -0.0630
35 C 1.0088 1.1094 -2.8743  -0.1456
36 C 1.5369 2.1120 -1.8778  -0.2292
37 C 2.1628 3.2909 -2.2673  -0.0063
38 C 2.6116 4.1723 -1.3040  -0.0450
39 C 2.4251 3.8579 0.0358  -0.0441
40 C 1.8011 2.6681 0.3470  -0.1043
41 N 1.3679 1.8096 -0.5840  0.0219
42 C -1.2949 -1.6039 -1.8072  -0.1716
43 C -2.2021 -2.5271 -2.2874  0.0188
44 C -2.8162 -3.3899 -1.3914  -0.0346
45 C -2.5045 -3.2911 -0.0470  -0.0399
46 C -1.5876 -2.3327 0.3551  -0.1118
47 N -0.9913 -1.5064 -0.5012  0.0324
48 H 0.3510 1.6012 -3.6007  0.1293
49 H 1.8483 0.7155 -3.4635  0.1337
50 H 2.2849 3.5011 -3.3219  0.1244
51 H 3.0991 5.0951 -1.5892  0.1156
52 H 2.7571 4.5181 0.8242  0.1109
53 H 1.6372 2.3711 1.3757  0.1119
54 H -2.3964 -2.5457 -3.3508  0.1247
55 H -3.5274 -4.1284 -1.7375  0.1154
56 H -2.9586 -3.9428 0.6862  0.1106
57 H -1.3167 -2.2223 1.3981  0.1064
58 S 2.5417 -4.8769 -0.7495  1.0313
59 C 2.5292 -4.0400 -2.2372  -0.3847
60 C 1.9813 -2.8093 -2.0680  -0.2325
61 N 1.5923 -2.5089 -0.7841  -0.0372
62 C 1.8389 -3.5121 0.0023  -0.4881
63 H 2.9017 -4.4876 -3.1434  0.0716
64 H 1.8317 -2.0791 -2.8502  0.1053
65 H 1.6212 -3.5112 1.0624  0.0779

Atoms 1-6, force components in eV/Å:
0.22 0.00 0.49
-0.02 0.00 0.01
0.03 0.01 -0.05
-0.30 0.16 0.10
-0.19 0.16 -0.21
0.35 -0.14 -0.02

As for the spin multiplicity: 2. The energy above the lowest of the compared OMol25 structures with the same formula, charge and spin is 16.6 kcal per mole. Its total charge is +1. The largest force on an atom comes out at 0.0104 hartree/bohr. The value obtained for the total energy is -3236.6288 Eh.

Here is a structure of composition C5H12N2O2Sn from the Open Molecules 2025 dataset. Energies are from wB97M-V/def2-TZVPD.

Last column: Löwdin charge in e.
Atoms and positions in Å:
1 Sn 11.6665 -21.5743 8.9766  1.7856
2 C 13.3508 -16.9540 8.7481  0.0274
3 C 13.5308 -18.1642 7.8807  -0.5148
4 O 13.2490 -19.3050 8.3060  -0.1614
5 N 14.0030 -17.9506 6.6558  0.0525
6 C 14.1311 -18.9942 5.6228  -0.0253
7 H 12.3512 -16.5332 8.6533  0.1053
8 H 14.0561 -16.1628 8.4886  0.0967
9 H 13.6218 -17.1941 9.7744  0.0819
10 H 14.2812 -17.0244 6.3692  0.1585
11 H 14.6214 -18.7663 4.6778  0.1017
12 H 13.1289 -19.3732 5.4373  0.0889
13 H 14.8827 -19.6738 6.0316  0.0956
14 O 11.6221 -19.5015 10.8663  -0.1908
15 C 11.4851 -19.0166 12.0141  -0.5281
16 N 10.3385 -18.5498 12.4270  0.2254
17 C 12.7784 -18.8390 12.8890  0.0529
18 H 10.1898 -18.0001 13.2608  0.1425
19 H 9.4625 -18.8479 12.0201  0.1391
20 H 12.4316 -18.2902 13.7634  0.0864
21 H 13.4474 -18.3073 12.2207  0.0842
22 H 13.0959 -19.8148 13.2480  0.0959

Atoms 1-6, force components in eV/Å:
1.17 3.29 0.90
0.82 0.36 0.21
0.17 0.79 -0.67
-1.06 -2.06 0.24
0.16 0.12 -0.98
0.61 -0.47 1.03

As for the spin multiplicity: 1. The energy above the lowest of the compared OMol25 structures with the same formula, charge and spin is 53.2 kcal per mole. Its total charge is +2. The largest force on an atom comes out at 0.0701 hartree/bohr. The value obtained for the total energy is -671.3561 Eh.

Here is a cluster of 3 separate species, C16H31BClN2O10P2S2 in total from the Open Molecules 2025 dataset. Energies are from wB97M-V/def2-TZVPD.

Last column: Löwdin charge in e.
Atoms and positions in Å:
1 C 3.4325 -1.8385 2.1692  0.0569
2 C 3.3987 -1.8897 0.8240  -0.0900
3 C 3.2438 -0.5778 0.0429  -0.2905
4 C 3.8701 -0.6174 -1.3529  -0.1086
5 C 2.9431 -0.9836 -2.5057  -0.7389
6 Cl 3.7244 -0.3805 -4.0141  0.7974
7 O 2.8421 -2.4174 -2.6267  -0.0098
8 C 2.4296 -2.8296 -3.7862  -0.3843
9 N 1.9554 -3.2651 -4.7637  0.2049
10 C 1.5563 -0.3588 -2.4211  -0.1096
11 C 0.9932 -0.7486 -1.0455  -0.1580
12 B -0.5788 -0.5577 -0.9100  -0.7040
13 O -1.1719 0.3337 -0.0729  0.1313
14 O -1.3817 -1.3621 -1.6739  0.2021
15 N 1.8007 -0.1119 0.0321  -0.2172
16 P 1.7883 1.7216 0.0441  1.0399
17 P 2.0340 2.2808 2.1304  0.2290
18 O 2.4085 3.6885 2.1584  -0.2818
19 O 0.6857 2.0931 2.9586  -0.1376
20 O 3.2109 1.4372 2.7898  -0.1428
21 H 2.6666 -1.3525 2.7604  0.0437
22 H 4.2856 -2.2707 2.6794  0.0819
23 H 3.4920 -2.8066 0.2579  0.1142
24 H 3.7924 0.1596 0.6152  0.1096
25 H 4.6552 -1.3698 -1.3221  0.1402
26 H 4.3770 0.3085 -1.5863  0.1151
27 H 1.6220 0.7163 -2.5645  0.1135
28 H 0.9042 -0.7722 -3.1844  0.1400
29 H 1.1786 -1.8247 -0.9661  0.1639
30 H -1.9786 -0.0973 0.2379  0.1115
31 H -1.0791 -2.2736 -1.6599  0.1259
32 H 1.3851 -0.4140 0.9210  0.0993
33 H 0.4972 2.2030 -0.2666  -0.0216
34 H 0.2084 1.2790 2.7262  0.0258
35 H 3.9177 2.0478 3.0321  0.1012
36 C -2.7277 -1.7913 4.6977  -0.2007
37 C -1.5768 -2.7155 5.1159  -0.1942
38 C -0.6948 -2.9394 3.8802  -0.1988
39 S -0.8905 -1.4773 2.8633  0.7292
40 O -1.5285 -1.8472 1.6204  -0.2947
41 O 0.3563 -0.7135 2.8630  -0.3609
42 C -2.0829 -0.6558 3.9080  -0.2121
43 H -3.2765 -1.4137 5.5574  0.1264
44 H -3.4291 -2.3361 4.0626  0.1260
45 H -0.9926 -2.2360 5.9029  0.1239
46 H -1.9412 -3.6614 5.5102  0.1242
47 H 0.3547 -3.0547 4.1416  0.1080
48 H -1.0263 -3.7952 3.2952  0.1145
49 H -2.7861 -0.0981 3.2924  0.1165
50 H -1.5378 0.0239 4.5644  0.1184
51 C -3.2595 2.9307 -2.1265  -0.2162
52 C -3.8904 3.7402 -3.2680  -0.2053
53 C -2.9697 3.5983 -4.4899  -0.2110
54 S -2.1499 2.0096 -4.3154  0.6654
55 O -0.7341 2.2287 -4.1130  -0.3331
56 O -2.6333 1.1011 -5.3180  -0.3070
57 C -2.8702 1.5893 -2.7385  -0.2313
58 H -3.9439 2.8036 -1.2888  0.1160
59 H -2.3694 3.4480 -1.7593  0.1169
60 H -4.8777 3.3371 -3.4996  0.1196
61 H -4.0208 4.7861 -2.9964  0.1167
62 H -3.5231 3.6076 -5.4250  0.1061
63 H -2.2029 4.3704 -4.5062  0.1063
64 H -2.1363 1.0395 -2.1625  0.0588
65 H -3.7485 0.9720 -2.9248  0.1196

Atoms 1-6, force components in eV/Å:
0.30 -0.53 -0.24
-0.57 0.70 -0.22
-0.87 -0.67 0.18
-0.20 -0.77 0.14
0.39 1.12 -1.26
-0.01 -0.02 0.19

As for the spin multiplicity: 1. Its total charge is +1. The largest force on an atom comes out at 0.0526 hartree/bohr. The value obtained for the total energy is -3454.1427 Eh.

Here is a cluster of 2 separate species, C4H10O2S in total from the Open Molecules 2025 dataset. Energies are from wB97M-V/def2-TZVPD.

Last column: Löwdin charge in e.
Atoms and positions in Å:
1 O 2.0418 -2.1470 1.0937  0.0681
2 C 2.2343 -1.0623 0.6281  -0.2703
3 C 1.3538 0.1201 0.9672  -0.1806
4 C -0.0548 0.0582 0.4145  -0.2891
5 C -0.8952 1.1797 0.9751  -0.5813
6 S -2.5498 1.4303 0.1680  0.6729
7 H 3.0607 -0.8696 -0.0824  0.1217
8 H 1.8618 1.0167 0.6056  0.1167
9 H 1.2557 0.1444 2.0560  0.1258
10 H 0.0583 0.3254 -0.6491  0.1059
11 H -0.5490 -0.8920 0.6069  0.1196
12 H -0.4183 2.1610 0.9586  0.0694
13 H -1.0310 1.0315 2.0539  0.0740
14 H -2.7920 0.1020 0.0813  -0.1456
15 H 1.0688 -0.9270 -2.6706  0.0142
16 H 0.0900 -0.6706 -3.8902  0.0399
17 O 0.8981 -1.1164 -3.6032  -0.0615

Atoms 1-6, force components in eV/Å:
0.12 -0.54 0.05
-0.53 0.40 -0.03
0.42 -0.06 0.63
0.19 1.11 -1.25
-0.80 0.60 1.10
0.86 -0.72 0.26

As for the spin multiplicity: 1. The energy above the lowest of the compared OMol25 structures with the same formula, charge and spin is 31.3 kcal per mole. As for the SMILES: O=CCCCS.O. Its total charge is 0. The largest force on an atom comes out at 0.0327 hartree/bohr. The value obtained for the total energy is -707.0435 Eh.